Density functional theory data (ωB97M-V with the def2-TZVPD basis set) for the molecule C10H16Se at a distorted geometry.

Last columns: bonded neighbours and bond lengths (Å).
Geometry (Å):
1 C 1.0895 0.9756 -0.9738  C7 1.469, C8 1.557, H12 1.052, H13 1.079
2 C 1.0406 -1.4838 -0.3998  C7 1.547, C9 1.529, H14 1.090, H15 1.168
3 C 1.1129 0.2290 1.3761  C8 1.522, C9 1.577, H16 1.114, H17 1.110
4 C -0.9396 -0.3073 -1.3929  C7 1.551, C10 1.484, H18 1.141, H19 1.054
5 C -0.9972 1.2893 0.5242  C8 1.612, C10 1.592, H20 1.089, H21 1.164
6 C -0.9870 -1.1827 0.9570  C9 1.488, C10 1.543, H22 1.105, H23 1.083
7 C 0.6101 -0.3561 -1.3668  C1 1.469, C2 1.547, C4 1.551, H24 1.098
8 C 0.6131 1.3399 0.4635  C1 1.557, C3 1.522, C5 1.612, H25 1.085
9 C 0.5000 -1.1734 0.9969  C2 1.529, C3 1.577, C6 1.488, H26 1.165
10 C -1.4994 -0.1150 -0.0318  C4 1.484, C5 1.592, C6 1.543, Se11 1.969
11 Se -3.4591 0.0216 0.0979  C10 1.969, H27 1.346
12 H 2.1127 0.7301 -0.9655  C1 1.052
13 H 1.0025 1.6543 -1.8082  C1 1.079
14 H 0.6185 -2.4523 -0.6680  C2 1.090
15 H 2.2069 -1.5462 -0.3698  C2 1.168
16 H 2.2259 0.1844 1.4043  C3 1.114
17 H 0.8478 0.5869 2.3924  C3 1.110
18 H -1.1119 0.6880 -1.9235  C4 1.141
19 H -1.3304 -0.9852 -2.0992  C4 1.054
20 H -1.1466 1.4357 1.5929  C5 1.089
21 H -1.5222 2.1348 -0.0804  C5 1.164
22 H -1.1783 -2.2504 0.7468  C6 1.105
23 H -1.4203 -1.0045 1.9336  C6 1.083
24 H 0.8581 -0.6452 -2.3967  C7 1.098
25 H 0.7487 2.3683 0.7816  C8 1.085
26 H 0.8810 -1.9186 1.8070  C9 1.165
27 H -3.4849 1.2302 -0.4943  Se11 1.346

Properties
* energy relative to the best compared isomer or geometry (same formula, charge and spin): 0.0 kcal per mole
* net charge: 0
* total energy: -75974.90614 eV
* LUMO level: 0.764 eV



Density functional theory data (ωB97M-V with the def2-TZVPD basis set) for the molecule C10H16Si at a distorted geometry.

Last columns: bonded neighbours and bond lengths (Å).
Geometry (Å):
1 C -2.4591 -2.7800 0.1284  C2 1.361, C3 1.391, H12 1.012
2 C -1.2778 -2.9088 0.7926  C1 1.361, C4 1.395, H13 1.125
3 C -2.6521 -1.8395 -0.8787  C1 1.391, C5 1.364, H14 1.087
4 C -0.2773 -1.9512 0.6274  C2 1.395, C6 1.413, H15 1.139
5 C -1.6465 -0.9691 -1.1822  C3 1.364, C6 1.453, H16 1.019
6 C -0.4291 -0.9816 -0.3887  C4 1.413, C5 1.453, C10 1.465
7 C 0.8223 0.3910 -2.1681  C10 1.576, H17 1.084, H18 1.129, H19 1.144
8 C 0.5520 3.3189 0.4832  Si11 1.995, H20 1.153, H21 1.108, H22 1.146
9 C 2.1023 1.2387 1.9671  Si11 1.941, H23 1.207, H24 1.141, H25 1.053
10 C 0.6538 -0.0336 -0.6602  C6 1.465, C7 1.576, Si11 2.054, H26 1.117
11 Si 0.5226 1.3574 0.8456  C8 1.995, C9 1.941, C10 2.054, H27 1.605
12 H -3.1413 -3.5235 0.2078  C1 1.012
13 H -1.1841 -3.7764 1.5028  C2 1.125
14 H -3.5644 -1.8267 -1.4694  C3 1.087
15 H 0.8208 -2.1147 0.8801  C4 1.139
16 H -1.7139 -0.3001 -1.9474  C5 1.019
17 H -0.1918 0.5125 -2.5308  C7 1.084
18 H 1.2185 1.4374 -2.3199  C7 1.129
19 H 1.4682 -0.2731 -2.8388  C7 1.144
20 H 0.1005 3.6884 -0.5114  C8 1.153
21 H 0.4178 4.0207 1.3296  C8 1.108
22 H 1.6042 3.6780 0.2050  C8 1.146
23 H 2.0765 0.1664 2.5198  C9 1.207
24 H 3.0551 1.2083 1.3397  C9 1.141
25 H 2.2306 1.9119 2.7667  C9 1.053
26 H 1.6328 -0.5009 -0.3950  C10 1.117
27 H -0.7408 0.8496 1.6949  Si11 1.605

Properties
* energy relative to the best compared isomer or geometry (same formula, charge and spin): 56.5 kcal per mole
* net charge: 0
* total energy: -18505.50380 eV
* LUMO level: 0.879 eV



Respective E_HOMO values: -8.500 -8.473 eV.
Respective orbital gap values: 0.340 0.344 hartree.